1.
18
Properties=species:S:1:pos:R:3:mulliken_charge:R:1 method="wB97M-V/def2-TZVPD" smiles=CC(C)(C)[C@H](F)C#N energy_ha=-389.166937 lumo_ha=0.02700
C -0.726 1.262 0.324 -1.4406
C 0.130 0.068 -0.029 1.1879
C -0.082 -1.173 0.824 -1.6942
C 0.288 -0.083 -1.559 -1.2820
C 1.880 0.465 0.416 0.1082
F 2.176 1.669 -0.114 -0.3041
C 2.751 -0.568 0.151 0.2150
N 3.455 -1.424 -0.121 -0.4223
H -0.945 1.249 1.429 0.3260
H -0.236 2.151 -0.060 0.3876
H -1.809 1.247 -0.048 0.3471
H 0.026 -1.059 1.889 0.4206
H -1.061 -1.707 0.621 0.3319
H 0.699 -1.832 0.698 0.5102
H 0.562 1.037 -1.923 0.2766
H -0.708 -0.248 -1.969 0.4162
H 1.074 -0.748 -1.902 0.3416
H 1.990 0.544 1.487 0.2746


2.
20
Properties=species:S:1:pos:R:3:mulliken_charge:R:1 method="wB97M-V/def2-TZVPD" energy_ha=-539.625246 lumo_ha=0.01397
C 2.917 2.494 -0.530 0.6408
C -1.853 0.372 -0.394 -0.4613
C -0.715 0.354 -1.523 -0.3757
C -1.218 -0.100 0.896 -0.6222
C 0.397 -0.577 -1.032 -0.6180
C 0.753 -1.678 1.308 -0.8758
N 0.290 -0.438 0.629 0.1544
O 3.178 2.878 -1.579 -0.3139
O 2.393 2.030 0.383 -0.3715
F -0.245 -1.734 -1.155 -0.2282
H -2.232 1.393 -0.319 0.2937
H -2.658 -0.325 -0.747 0.2766
H -1.039 -0.104 -2.473 0.3378
H -0.367 1.407 -1.735 0.2767
H -1.188 0.676 1.650 0.3275
H -1.803 -0.871 1.387 0.3165
H 1.746 -1.602 1.742 0.3229
H 0.006 -1.975 1.989 0.3621
H 0.753 -2.532 0.541 0.2872
H 0.884 0.330 0.961 0.2707


3.
20
Properties=species:S:1:pos:R:3:mulliken_charge:R:1 method="wB97M-V/def2-TZVPD" energy_ha=-1023.918345 lumo_ha=-0.00436
C -1.019 -2.088 -0.349 -1.1984
C 0.910 -1.901 1.637 -1.1868
C -0.156 -1.049 -0.354 0.9389
C 1.093 -1.231 0.501 0.6935
C -1.473 0.316 -1.615 -0.7648
C 3.208 -0.303 0.799 -0.4361
O -0.236 0.156 -0.970 -0.2577
O 2.306 -0.864 -0.004 0.0222
P 0.900 2.127 1.257 -0.0506
I 5.093 -0.091 -0.161 -0.0205
H -2.061 -1.909 -0.801 0.1599
H -0.826 -3.006 0.151 0.4342
H 1.861 -2.107 2.183 0.2741
H -0.025 -2.271 1.854 0.4976
H -1.333 1.019 -2.480 0.2451
H -2.266 0.924 -1.006 0.2642
H -1.816 -0.734 -1.964 0.2852
H 1.068 2.698 -0.001 0.0474
H -0.476 1.842 1.014 -0.0165
H 0.467 3.259 1.990 0.0692


4.
17
Properties=species:S:1:pos:R:3:mulliken_charge:R:1 method="wB97M-V/def2-TZVPD" energy_ha=-288.864456 lumo_ha="-0.19660 / -0.19661" charge=+1
C 0.909 1.309 1.747 -1.0262
C -0.017 0.218 1.424 0.4683
C -0.753 -0.892 1.822 0.0674
C 0.705 1.009 0.326 0.1748
C -0.994 -2.076 0.973 -1.1646
C -0.643 1.862 -0.921 -0.9771
N 1.894 0.860 -0.555 -0.3033
H -1.334 -0.842 2.709 0.4175
H -0.696 -2.964 1.541 0.3743
H -0.480 -1.980 0.084 0.3475
H -2.053 -2.186 0.933 0.3504
H -0.987 1.027 -1.415 0.3933
H -0.111 2.563 -1.561 0.4138
H -1.372 2.317 -0.150 0.3064
H 2.752 0.451 -0.153 0.3809
H 2.221 1.766 -0.862 0.3819
H 1.748 0.349 -1.488 0.3947


5.
17
Properties=species:S:1:pos:R:3:mulliken_charge:R:1 method="wB97M-V/def2-TZVPD" smiles="C=C[N@@H+]1CC12CC2" energy_ha=-288.992395 lumo_ha=-0.11385 charge=+1
C -2.463 0.700 -0.299 -0.7611
C -1.561 -0.015 0.374 -0.0812
N -0.465 -0.638 -0.329 0.2010
C 0.301 -1.633 0.303 -0.4234
C 0.901 -0.299 -0.005 0.5193
C 1.490 0.831 0.630 -0.7356
C 1.894 0.438 -0.780 -0.6390
H -3.186 1.169 0.321 0.2885
H -2.704 0.610 -1.374 0.2821
H -1.495 0.191 1.414 0.3470
H -0.678 -0.688 -1.279 0.3185
H 0.748 -2.491 -0.213 0.2919
H -0.057 -1.753 1.305 0.2887
H 1.959 0.742 1.560 0.2927
H 0.932 1.736 0.785 0.2740
H 1.596 1.151 -1.487 0.2689
H 2.788 -0.048 -0.926 0.2677


6.
17
Properties=species:S:1:pos:R:3:mulliken_charge:R:1 method="wB97M-V/def2-TZVPD" smiles="C=[N+]1[C@H]2[C@@H]1C2(C)C" energy_ha=-288.955916 lumo_ha=-0.16196 charge=+1
C -2.684 -0.229 0.054 -0.1163
N -1.507 0.197 0.102 0.2627
C -0.441 0.542 -0.765 -0.4646
C -0.500 0.663 0.904 -0.5515
C 0.688 0.047 0.088 1.2843
C 1.954 0.827 0.082 -1.2479
C 0.795 -1.483 0.001 -1.4341
H -3.172 -0.395 -0.936 0.2461
H -3.395 -0.410 0.792 0.2933
H -0.319 1.222 -1.644 0.2881
H -0.497 1.673 1.433 0.3017
H 2.607 0.202 0.529 0.4168
H 1.850 1.855 0.609 0.3441
H 2.096 1.021 -1.050 0.3071
H 1.106 -1.821 -1.048 0.3243
H -0.105 -2.091 0.137 0.3366
H 1.523 -1.818 0.711 0.4094


In the order shown, the computed largest force on an atom values come out to 5.243, 3.856, 4.383, 5.186, 3.263, 5.149 eV Å⁻¹.
In the order shown, the computed relative energy (zero: lowest compared OMol25 entry of this formula, charge and spin) values come out to 29.9, 63.2, 48.9, 137.1, 56.8, 79.7 kcal per mole.